(one)
A gas-phase ion, C6H15N2 (charge +1). Source: the OMol25 dataset; level of theory: wB97M-V/def2-TZVPD.

Results
total charge	+1
Kohn-Sham gap	7.34	eV
spin multiplicity	1
E_HOMO	-0.5528	Ha

Each line ends with the Mulliken charge.
Geometry (Å):
C1 1.72 -1.39 0.91  -1.11
C2 1.94 -0.04 0.23  -0.17
C3 1.44 1.16 1.03  -0.76
C4 0.02 1.11 1.54  -0.68
C5 -1.01 0.92 0.37  -0.51
N1 -0.72 -0.15 -0.43  0.03
C6 -1.24 -0.11 -1.75  -0.37
N2 -2.18 -1.20 -1.82  -0.49
H1 2.22 -2.23 0.44  0.37
H2 2.17 -1.37 1.91  0.35
H3 0.65 -1.56 1.03  0.24
H4 2.99 0.13 -0.05  0.41
H5 1.41 -0.04 -0.75  0.07
H6 1.56 2.02 0.37  0.34
H7 2.16 1.41 1.81  0.37
H8 -0.13 0.28 2.23  0.36
H9 -0.20 2.04 2.06  0.39
H10 -1.13 1.85 -0.20  0.50
H11 -1.94 0.79 0.93  0.30
H12 -1.73 0.82 -2.03  0.42
H13 -0.42 -0.31 -2.45  0.36
H14 -1.76 -2.13 -1.72  0.30
H15 -2.84 -1.19 -1.05  0.28

(two)
A gas-phase ion, C6H15N2 (charge +1). Source: the OMol25 dataset; level of theory: wB97M-V/def2-TZVPD.

Results
total charge	+1
Kohn-Sham gap	10.42	eV
spin multiplicity	1
E_HOMO	-0.4979	Ha

Each line ends with the Mulliken charge.
Geometry (Å):
C1 0.23 -0.96 -0.36  -1.10
C2 1.60 -0.05 -0.51  0.18
C3 2.66 -0.54 0.35  -1.36
C4 -2.39 -0.35 -0.83  -1.60
C5 -0.56 1.35 -0.13  -1.01
C6 -1.24 -0.01 0.06  1.16
N1 -1.41 -0.31 1.49  -0.74
N2 0.94 1.21 0.01  -0.21
H1 0.11 -1.54 -1.25  0.36
H2 0.32 -1.63 0.59  0.36
H3 3.01 0.39 0.88  0.29
H4 2.37 -1.14 1.07  0.44
H5 3.55 -0.98 -0.13  0.34
H6 -1.91 -0.50 -1.77  0.46
H7 -2.82 -1.31 -0.57  0.38
H8 -3.18 0.35 -1.03  0.34
H9 -0.77 1.73 -1.16  0.39
H10 -0.93 1.99 0.67  0.39
H11 -1.82 -1.30 1.51  0.34
H12 -2.15 0.30 1.98  0.28
H13 1.07 1.16 1.02  0.46
H14 1.38 2.14 -0.38  0.36
H15 1.94 0.00 -1.52  0.49

Top of the stability list: (two), leading by 2.183 eV.

(one)
2 unconnected molecules or ions with the total composition C4H5N2OP. Source: the OMol25 dataset; level of theory: wB97M-V/def2-TZVPD.

Results
total charge	0
Kohn-Sham gap	9.02	eV
spin multiplicity	1
E_HOMO	-0.3182	Ha

Each line ends with the Mulliken charge.
Geometry (Å):
C1 -1.46 -1.45 0.10  -0.15
C2 -2.58 -0.69 0.06  -0.40
C3 1.22 1.49 0.01  0.66
C4 2.20 0.39 -0.13  -0.70
N1 -0.32 -0.84 0.10  -0.55
N2 -0.55 0.49 0.07  0.12
O1 1.23 2.62 0.06  -0.31
P1 -2.12 1.00 -0.07  -0.21
H1 -1.29 -2.57 0.16  0.34
H2 -3.65 -1.11 0.13  0.27
H3 2.98 0.65 -0.99  0.28
H4 1.59 -0.48 -0.21  0.39
H5 2.74 0.50 0.71  0.25

(two)
2 unconnected molecules or ions with the total composition C4H5N2OP. Source: the OMol25 dataset; level of theory: wB97M-V/def2-TZVPD.

Results
total charge	0
Kohn-Sham gap (spin up / spin down)	6.57 / 7.89	eV
spin multiplicity	1
E_HOMO (spin up / spin down)	-0.3813 / -0.4163	Ha

Each line ends with the Mulliken charge.
Geometry (Å):
C1 2.41 1.23 -1.14  0.31
C2 3.17 -1.97 0.43  -0.09
C3 -0.16 -0.27 -0.52  -1.43
C4 0.20 0.70 0.61  -0.26
N1 2.86 1.44 -2.17  -0.27
N2 3.57 -3.03 0.49  -0.32
O1 2.66 1.98 1.41  -0.49
P1 2.05 0.96 0.57  0.63
H1 0.29 -1.11 -0.35  0.45
H2 -1.20 -0.53 -0.57  0.36
H3 0.05 0.21 -1.40  0.48
H4 -0.04 0.08 1.61  0.29
H5 -0.37 1.74 0.70  0.34

Top of the stability list: (one), leading by 2.441 eV.

(one)
10 unconnected molecules or ions with the total composition C20H60O20. Source: the OMol25 dataset; level of theory: wB97M-V/def2-TZVPD.

Results
total charge	0
Kohn-Sham gap	9.85	eV
spin multiplicity	1
E_HOMO	-0.3490	Ha

Each line ends with the Mulliken charge.
Geometry (Å):
C1 4.13 1.07 1.22  0.46
C2 5.12 1.47 0.12  -0.62
O1 5.47 0.42 -0.73  -0.52
O2 4.56 0.28 2.37  -0.56
H1 3.36 0.53 0.68  -0.15
H2 3.62 2.01 1.58  0.19
H3 6.01 1.71 0.67  0.37
H4 4.75 2.39 -0.39  0.23
H5 4.76 0.31 -1.36  0.32
H6 4.83 -0.54 1.96  0.33
C3 -4.77 0.10 2.38  -0.54
C4 -3.95 0.76 1.32  -0.22
O3 -2.54 0.76 1.60  -0.20
O4 -4.39 0.50 3.67  -0.56
H7 -4.57 -0.99 2.31  0.30
H8 -5.84 0.30 2.19  0.33
H9 -4.20 1.81 1.25  0.38
H10 -4.11 0.23 0.38  0.10
H11 -2.43 0.99 2.55  0.23
H12 -4.29 -0.24 4.28  0.33
C5 0.56 -3.59 4.05  -0.44
C6 0.90 -3.39 5.57  -0.67
O5 1.15 -2.06 5.85  -0.49
O6 -0.46 -2.71 3.67  -0.36
H13 0.19 -4.65 3.95  0.45
H14 1.48 -3.49 3.47  0.26
H15 1.84 -4.00 5.67  0.26
H16 0.16 -3.70 6.24  0.42
H17 1.36 -1.66 5.01  0.33
H18 -1.03 -3.17 3.05  0.25
C7 1.04 2.29 0.39  0.20
C8 -0.04 3.00 -0.32  -0.97
O7 -1.10 2.10 -0.79  -0.11
O8 0.55 1.97 1.68  -0.49
H19 1.95 2.88 0.53  0.32
H20 1.27 1.35 -0.09  -0.11
H21 0.20 3.67 -1.10  0.59
H22 -0.42 3.70 0.45  0.31
H23 -1.29 1.45 -0.09  -0.27
H24 0.78 1.03 1.92  0.19
C9 2.24 -2.36 -2.74  -0.23
C10 2.45 -3.83 -2.76  -0.69
O9 2.08 -4.51 -1.54  -0.57
O10 0.88 -2.01 -3.03  -0.24
H25 2.83 -1.94 -3.50  0.40
H26 2.51 -1.89 -1.79  0.13
H27 3.46 -4.13 -2.92  0.47
H28 1.91 -4.19 -3.64  0.24
H29 1.14 -4.35 -1.27  0.33
H30 0.82 -1.69 -3.93  0.16
C11 -3.11 3.86 -3.80  -0.58
C12 -4.11 3.31 -2.73  -0.35
O11 -3.56 2.15 -2.09  -0.40
O12 -1.81 3.89 -3.34  -0.51
H31 -3.34 4.84 -4.07  0.47
H32 -3.17 3.30 -4.76  0.24
H33 -5.01 3.01 -3.28  0.33
H34 -4.28 4.06 -1.96  0.26
H35 -2.88 2.40 -1.43  0.30
H36 -1.80 3.05 -2.90  0.23
C13 0.04 -1.22 0.38  1.63
C14 -0.89 -2.42 0.40  -0.61
O13 -1.83 -2.42 1.52  -0.68
O14 0.76 -1.00 1.55  -0.09
H37 -0.63 -0.38 0.14  -0.85
H38 0.78 -1.32 -0.41  -0.35
H39 -0.25 -3.32 0.56  0.34
H40 -1.43 -2.56 -0.56  0.12
H41 -2.08 -1.48 1.66  0.38
H42 0.51 -1.67 2.17  -0.02
C15 1.13 1.13 5.14  -0.50
C16 2.04 1.27 6.43  -0.34
O15 2.22 0.09 7.19  -0.56
O16 1.77 0.17 4.22  -0.33
H43 0.83 2.08 4.64  0.28
H44 0.21 0.61 5.43  0.31
H45 1.67 2.09 7.10  0.32
H46 3.01 1.59 6.06  0.26
H47 2.03 -0.73 6.70  0.52
H48 2.67 0.54 4.04  0.15
C17 0.63 1.26 -5.31  -0.38
C18 1.90 1.68 -4.56  -0.43
O17 1.83 1.13 -3.26  -0.35
O18 0.60 -0.20 -5.39  -0.60
H49 0.74 1.64 -6.32  0.44
H50 -0.30 1.56 -4.79  0.12
H51 1.95 2.75 -4.45  0.34
H52 2.84 1.33 -5.10  0.26
H53 1.15 0.42 -3.20  0.22
H54 -0.23 -0.57 -5.75  0.27
C19 -1.96 -0.71 -3.01  1.04
C20 -2.99 -1.21 -4.13  -0.70
O19 -2.38 -1.52 -5.38  -0.54
O20 -2.64 -0.53 -1.75  -0.38
H55 -1.54 0.27 -3.27  -0.29
H56 -1.17 -1.46 -2.90  -0.13
H57 -3.80 -0.43 -4.26  0.23
H58 -3.51 -2.08 -3.72  0.38
H59 -2.40 -2.48 -5.54  0.32
H60 -3.15 0.28 -1.91  0.36

(two)
10 unconnected molecules or ions with the total composition C20H60O20. Source: the OMol25 dataset; level of theory: wB97M-V/def2-TZVPD.

Results
total charge	0
Kohn-Sham gap	9.94	eV
spin multiplicity	1
E_HOMO	-0.3551	Ha

Each line ends with the Mulliken charge.
Geometry (Å):
C1 -2.30 3.73 -1.59  -0.30
C2 -3.81 3.42 -1.76  -0.55
O1 -4.77 4.03 -0.89  -0.51
O2 -1.99 3.39 -0.25  -0.29
H1 -2.01 4.72 -1.93  0.50
H2 -1.85 3.02 -2.27  0.12
H3 -3.84 2.37 -1.57  0.03
H4 -4.02 3.61 -2.82  0.54
H5 -4.82 4.94 -1.22  0.32
H6 -1.90 4.18 0.33  0.17
C3 -2.17 -3.80 0.38  -0.58
C4 -2.19 -3.32 -1.10  0.45
O3 -3.46 -2.83 -1.45  -0.59
O4 -2.42 -2.67 1.31  -0.46
H7 -1.13 -3.95 0.49  0.25
H8 -2.84 -4.57 0.64  0.44
H9 -1.97 -4.15 -1.78  0.40
H10 -1.42 -2.54 -1.26  -0.50
H11 -3.51 -1.87 -1.34  0.26
H12 -3.34 -2.42 1.29  0.24
C5 5.20 0.46 2.21  0.25
C6 4.47 1.80 2.02  -0.31
O5 3.97 1.98 0.72  -0.37
O6 6.42 0.33 1.49  -0.59
H13 4.58 -0.41 1.99  -0.39
H14 5.43 0.42 3.28  0.34
H15 5.22 2.56 2.31  0.39
H16 3.63 1.83 2.70  0.12
H17 4.43 2.45 -0.01  0.23
H18 7.18 0.88 1.85  0.31
C7 1.21 3.92 0.27  0.37
C8 1.55 3.68 -1.15  -0.43
O7 2.60 4.54 -1.65  -0.62
O8 0.37 5.06 0.32  -0.60
H19 2.12 4.12 0.84  0.41
H20 0.71 3.04 0.66  -0.14
H21 0.70 3.86 -1.84  0.35
H22 1.98 2.70 -1.26  0.03
H23 2.20 5.41 -1.65  0.36
H24 0.32 5.48 1.19  0.32
C9 -2.32 -0.57 -5.38  -0.39
C10 -3.65 -0.03 -5.95  -0.35
O9 -3.56 1.39 -5.99  -0.52
O10 -1.96 0.11 -4.11  -0.48
H25 -1.46 -0.40 -6.01  0.30
H26 -2.42 -1.64 -5.26  0.32
H27 -4.50 -0.36 -5.33  0.23
H28 -3.76 -0.41 -6.99  0.33
H29 -3.18 1.62 -5.16  0.32
H30 -2.16 -0.35 -3.28  0.11
C11 -0.55 0.22 3.50  0.43
C12 0.66 1.07 3.80  0.26
O11 1.81 0.28 4.02  -0.53
O12 -1.67 1.04 3.04  -0.54
H31 -0.89 -0.27 4.39  0.43
H32 -0.23 -0.55 2.76  -0.47
H33 0.48 1.71 4.68  0.42
H34 0.85 1.73 2.91  -0.31
H35 1.85 -0.45 3.39  0.26
H36 -2.18 0.55 2.38  0.17
C13 -5.72 -0.15 0.63  -0.61
C14 -5.03 1.18 0.96  -0.19
O13 -3.61 1.17 0.70  -0.40
O14 -5.45 -1.17 1.52  -0.51
H37 -5.38 -0.44 -0.37  0.16
H38 -6.81 0.01 0.50  0.39
H39 -5.14 1.42 2.04  0.31
H40 -5.52 1.96 0.37  0.25
H41 -3.31 2.09 0.70  0.15
H42 -5.64 -1.03 2.42  0.32
C15 4.73 -3.05 3.35  -0.36
C16 3.31 -3.30 2.96  -0.37
O15 2.71 -2.12 2.46  -0.20
O16 5.21 -4.21 4.00  -0.56
H43 4.89 -2.12 3.89  0.23
H44 5.35 -2.88 2.42  0.23
H45 2.68 -3.65 3.80  0.35
H46 3.34 -4.12 2.23  0.24
H47 2.71 -2.07 1.45  0.05
H48 6.17 -4.21 3.93  0.33
C17 3.25 -4.31 -1.82  -0.74
C18 2.65 -3.01 -1.23  0.04
O17 3.33 -2.52 -0.10  -0.34
O18 4.64 -4.25 -2.25  -0.55
H49 2.50 -4.56 -2.59  0.33
H50 3.28 -5.07 -1.03  0.35
H51 1.64 -3.27 -0.81  0.02
H52 2.51 -2.22 -2.00  0.34
H53 3.92 -1.86 -0.50  0.20
H54 5.07 -4.73 -1.55  0.33
C19 -0.31 0.02 -1.35  -0.65
C20 0.55 -0.07 -0.09  -0.27
O19 0.48 -1.28 0.58  0.29
O20 -1.69 -0.24 -1.08  0.69
H55 -0.02 -0.70 -2.12  0.44
H56 -0.20 0.99 -1.77  0.18
H57 0.19 0.71 0.61  -0.27
H58 1.56 0.14 -0.38  0.44
H59 -0.39 -1.40 0.96  -0.29
H60 -2.16 0.20 -0.32  -0.29

Top of the stability list: (one), leading by 0.528 eV.

(one)
2 unconnected molecules or ions with the total composition C6H13N2O. Source: the OMol25 dataset; level of theory: wB97M-V/def2-TZVPD.

Results
total charge	+1
Kohn-Sham gap	9.41	eV
spin multiplicity	1
E_HOMO	-0.4667	Ha

Each line ends with the Mulliken charge.
Geometry (Å):
C1 -3.60 -0.51 0.43  -0.41
C2 -3.57 0.69 -0.39  -0.07
C3 1.45 0.45 -0.09  1.02
C4 1.51 0.15 -1.60  -1.29
C5 1.56 1.86 0.26  -1.46
C6 1.44 -1.87 0.82  -0.89
N1 -2.39 0.31 -0.06  0.18
N2 1.31 -0.43 0.82  -0.03
O1 -1.15 0.30 -0.03  -0.58
H1 -3.76 -0.63 1.57  0.22
H2 -3.70 -1.48 0.01  0.24
H3 -4.21 1.41 -0.81  0.41
H4 1.64 1.00 -2.23  0.42
H5 0.69 -0.58 -1.96  0.30
H6 2.47 -0.46 -1.67  0.37
H7 1.09 2.15 1.16  0.52
H8 0.96 2.39 -0.50  0.36
H9 2.60 2.00 0.13  0.36
H10 0.64 -2.50 0.44  0.33
H11 2.24 -2.06 0.17  0.34
H12 1.76 -2.27 1.79  0.35
H13 1.02 0.07 1.73  0.32

(two)
A gas-phase ion, C6H13N2O (charge +1). Source: the OMol25 dataset; level of theory: wB97M-V/def2-TZVPD.

Results
total charge	+1
Kohn-Sham gap (spin up / spin down)	9.11 / 9.11	eV
spin multiplicity	1
E_HOMO (spin up / spin down)	-0.5087 / -0.5087	Ha

Each line ends with the Mulliken charge.
Geometry (Å):
C1 -0.36 -0.65 -1.10  0.24
C2 -1.16 1.07 0.42  -0.83
C3 0.23 1.01 0.99  1.50
C4 0.70 2.40 1.53  -1.66
C5 0.27 -0.05 2.06  -1.50
C6 -0.16 -2.41 -2.70  -0.79
N1 0.84 -0.39 -0.74  -0.14
N2 -1.00 -1.52 -1.86  -0.15
O1 1.18 0.75 -0.01  -0.28
H1 -1.22 1.76 -0.49  0.31
H2 -1.97 0.74 0.96  0.43
H3 1.69 2.48 1.87  0.44
H4 -0.03 2.70 2.40  0.34
H5 0.61 3.16 0.90  0.49
H6 -0.43 0.29 2.94  0.35
H7 1.19 -0.16 2.56  0.41
H8 -0.15 -0.87 1.62  0.41
H9 0.70 -2.97 -2.05  0.27
H10 0.41 -1.78 -3.50  0.29
H11 -1.00 -3.09 -3.01  0.33
H12 1.63 -0.92 -1.14  0.24
H13 -1.99 -1.55 -1.65  0.30

Top of the stability list: (one), leading by 0.764 eV.